The molecule C6H10O. Source: OMol25; level of theory: the ωB97M-V functional and the def2-TZVPD basis.

The value obtained for the orbital gap is 11.0545 eV. Its energy above the lowest of the compared OMol25 structures with the same formula, charge and spin is 31.9 kcal/mol.

Geometry (Å):
C  0.77  2.04  -0.63
C  -0.27  0.94  -0.47
C  -0.45  0.38  0.97
C  -0.13  -1.01  0.44
C  -0.63  -2.31  0.86
O  0.72  -1.92  1.11
C  0.16  -0.48  -0.96
H  1.73  1.73  -0.19
H  0.95  2.27  -1.69
H  0.45  2.96  -0.13
H  -1.22  1.25  -0.91
H  0.31  0.74  1.68
H  -1.44  0.51  1.42
H  -1.26  -2.39  1.75
H  -0.75  -3.11  0.13
H  -0.44  -0.91  -1.77
H  1.22  -0.55  -1.23

A structure of composition C22H17LiNO13 in a non-equilibrium geometry. Source: OMol25; level of theory: the ωB97M-V functional and the def2-TZVPD basis.

As for the charge: -5. The value obtained for the orbital gap is 4.2149 eV. Its energy above the lowest of the compared OMol25 structures with the same formula, charge and spin is 28.2 kcal/mol.

Geometry (Å):
Li  0.25  -0.59  -0.58
C  3.11  0.37  2.50
C  2.40  -0.29  1.46
C  3.13  -0.56  0.13
O  2.55  -1.20  -0.76
C  4.46  -0.01  -0.03
C  5.10  0.64  1.03
C  4.39  0.91  2.37
O  4.97  1.44  3.36
O  6.26  1.15  0.79
O  1.19  -0.58  1.50
H  2.69  0.39  3.50
H  4.97  -0.19  -0.96
C  -4.20  -1.95  2.69
C  -2.81  -1.69  2.35
C  -2.36  -1.77  0.83
O  -1.17  -1.48  0.56
C  -3.35  -2.21  -0.08
C  -4.70  -2.39  0.29
C  -5.13  -2.25  1.70
O  -6.34  -2.48  2.10
O  -5.54  -2.59  -0.63
O  -1.97  -1.26  3.15
H  -4.49  -1.66  3.69
H  -3.14  -2.40  -1.12
C  0.47  -2.92  -5.59
C  0.90  -2.14  -4.44
C  -0.19  -1.54  -3.48
O  0.26  -1.03  -2.43
C  -1.53  -1.49  -3.97
C  -1.87  -2.02  -5.21
C  -0.85  -2.77  -6.04
O  -1.18  -3.44  -7.08
O  -3.04  -1.85  -5.67
O  2.09  -1.97  -4.16
H  1.23  -3.22  -6.30
H  -2.25  -0.91  -3.42
C  -1.47  1.55  1.98
C  -0.59  2.46  1.15
C  0.50  3.04  2.04
O  1.09  4.15  1.40
C  2.26  4.57  2.05
N  0.01  1.65  0.04
H  -1.90  2.13  2.80
H  -0.99  0.61  2.26
H  -2.33  1.17  1.42
H  -1.26  3.23  0.77
H  1.25  2.32  2.38
H  0.08  3.31  3.03
H  2.02  4.88  3.08
H  2.82  5.39  1.60
H  2.98  3.75  2.11
H  0.91  1.40  0.45
H  0.30  2.35  -0.64

The molecule C7H14 in a non-equilibrium geometry. Source: OMol25; level of theory: the ωB97M-V functional and the def2-TZVPD basis.

The value obtained for the orbital gap is 10.7050 eV. Its energy above the lowest of the compared OMol25 structures with the same formula, charge and spin is 28.0 kcal/mol.

Geometry (Å):
C  2.02  -0.79  0.73
C  1.04  -0.60  -0.44
C  -0.03  0.45  -0.23
C  0.70  1.74  -0.01
C  -1.13  0.48  -1.26
C  -1.47  0.21  0.18
C  -2.01  -1.13  0.63
H  2.50  -1.77  0.69
H  2.81  -0.04  0.63
H  1.56  -0.67  1.72
H  1.63  -0.10  -1.27
H  0.59  -1.55  -0.75
H  1.29  1.76  0.91
H  0.01  2.60  0.02
H  1.44  1.72  -0.87
H  -1.39  1.44  -1.69
H  -1.17  -0.36  -1.95
H  -1.93  1.05  0.70
H  -1.69  -1.35  1.66
H  -1.67  -1.95  0.00
H  -3.10  -1.13  0.61